{"formula": "C3H8ClN", "method": "ωB97M-V/def2-TZVPD", "symbols": ["C", "C", "C", "H", "H", "H", "H", "H", "H", "H", "H", "N", "Cl"], "positions_angstrom": [[0.97443, -0.45123, -1.74308], [-0.80111, -0.11611, 0.24492], [-0.79145, 0.48498, 1.67398], [0.54576, -1.40225, -2.03912], [0.89379, 0.17163, -2.61018], [2.08961, -0.61510, -1.55988], [1.12759, 0.56715, 0.24096], [-1.05030, -1.21341, 0.20134], [-1.68670, 0.42681, -0.33078], [-1.58133, 0.15183, 2.28674], [-0.94627, 1.54861, 1.51692], [0.50789, 0.11370, -0.47529], [0.71809, 0.33339, 2.59347]], "multiplicity": 1, "smiles": "CNCCCl", "charge": 0, "relative_energy_kj_mol": 78.13}